Here is a molecular structure, C46H29AsCoF9NO5PS from OMol25. Energies are from ωB97M-V/def2-TZVPD.

Output
HOMO energy ... -0.2906 Eh
E_tot ... -202952.664 eV
Molecular weight ... 1043.62 g/mol
Charge ... 0
E_LUMO ... -0.69 eV
Gap between HOMO and LUMO ... 0.265 hartree

Each line ends with the Mulliken charge.
CARTESIAN COORDINATES (ANGSTROEM)
As  0.46618  -1.28333  2.45825  1.316
Co  -0.35629  -0.05604  0.55112  -0.051
S  -0.55264  -2.18598  -0.22264  -0.779
P  -0.51765  0.38445  -1.65741  3.702
F  -6.72793  -1.08061  -3.86269  -0.282
F  3.70707  -4.09178  -4.15998  -0.252
F  4.90176  -2.35322  -4.63437  -0.291
F  0.53749  6.64887  -3.97920  -0.274
F  -5.56130  -1.45312  -5.64480  -0.259
F  -6.20078  0.55506  -5.17545  -0.263
F  3.35948  -3.01542  -5.99894  -0.274
F  -0.92322  7.04963  -2.43456  -0.273
F  1.16644  6.85242  -1.92317  -0.259
O  -0.55816  5.13301  3.40622  -0.565
O  -2.22470  -0.04252  1.02678  -0.267
O  2.92933  2.18916  0.60972  -0.754
O  1.50773  0.49536  0.24385  -0.433
O  -3.73052  1.09311  2.24570  -0.752
N  -0.41534  1.64237  1.36908  1.954
C  -1.00573  -3.65356  3.27545  -0.605
C  -0.47071  3.97747  2.72189  0.608
C  -2.63181  0.94776  1.76113  0.000
C  -1.00150  3.07047  -1.30655  -0.972
C  0.70789  3.56847  2.09231  -0.793
C  3.45586  -3.93091  1.06829  -0.866
C  2.30005  -0.54866  6.17968  -0.653
C  -2.91646  -2.22158  4.70137  -0.921
C  1.53715  -2.56552  1.49975  -0.421
C  1.02681  -2.85392  0.22382  0.744
C  2.09755  -0.22005  -2.47577  -0.085
C  -1.54604  1.99868  1.96424  0.395
C  3.04871  -0.96594  -3.15577  -1.249
C  2.76051  0.10114  3.52117  -0.038
C  -4.46770  -0.36354  -3.86549  0.349
C  0.69013  2.36534  1.41959  0.304
C  -5.74524  -0.58741  -4.62779  0.760
C  0.62001  2.61973  -3.02172  -0.128
C  1.42055  -0.98729  5.19923  -0.776
C  -2.08052  0.05591  -2.52559  -0.055
C  -2.22847  0.48364  -3.84780  -0.272
C  -3.13373  -0.57916  -1.88245  -0.270
C  0.19368  6.35772  -2.71447  0.833
C  2.74385  -3.09326  1.92046  -0.692
C  -0.90539  -2.27290  3.38170  0.094
C  3.65957  -2.85430  -4.69676  0.754
C  1.84116  1.66528  0.70849  -0.141
C  1.29959  -2.27458  -4.16650  -1.310
C  -0.87713  4.42881  -1.53537  -1.033
C  -4.33140  -0.78960  -2.55707  -1.082
C  0.35307  -1.53438  -3.48399  -0.926
C  0.01061  4.88022  -2.50236  0.204
C  2.64909  -1.99241  -3.99455  0.407
C  -3.41549  0.27384  -4.51855  -1.235
C  3.40522  0.21544  5.83479  -0.581
C  1.74287  -3.69441  -0.61749  -0.219
C  3.63646  0.53606  4.50434  -0.844
C  -0.24892  2.15285  -2.03894  -0.027
C  1.64514  -0.65818  3.86604  0.491
C  -3.01121  -3.60249  4.60175  -0.520
C  -1.62045  3.17877  2.66679  -1.108
C  0.74264  -0.50324  -2.62933  0.310
C  0.75589  3.98115  -3.24765  -1.114
C  -1.86489  -1.55727  4.09078  0.016
C  2.95452  -4.22586  -0.19019  -0.682
C  -2.05836  -4.31650  3.89029  -0.695
H  -1.70704  2.71769  -0.56419  0.589
H  -3.66816  -1.65942  5.23857  0.421
H  -3.83581  -4.12173  5.07169  0.383
H  4.50131  1.12284  4.22480  0.475
H  4.40584  -4.33939  1.38420  0.393
H  -2.53803  3.47246  3.15591  0.654
H  -1.41336  0.98920  -4.35196  0.490
H  1.43543  4.34059  -4.00754  0.456
H  4.08945  0.55487  6.60095  0.390
H  2.42108  0.55958  -1.80185  0.421
H  -3.53377  0.60936  -5.54018  0.407
H  -1.47158  5.13430  -0.97144  0.515
H  -2.13846  -5.39189  3.80519  0.409
H  3.13610  -2.84920  2.90075  0.537
H  3.51589  -4.86781  -0.85661  0.441
H  2.97267  0.33951  2.48493  0.373
H  1.36078  -3.91876  -1.60478  0.518
H  -0.26993  -4.20912  2.70640  0.367
H  1.62133  4.14811  2.12472  0.550
H  0.28430  5.60226  3.38519  0.333
H  1.20506  1.92607  -3.60697  0.485
H  0.56152  -1.58436  5.47776  0.408
H  4.09897  -0.75025  -3.01892  0.507
H  -3.03797  -0.89379  -0.85320  0.282
H  2.12029  -0.80912  7.21435  0.420
H  -1.80373  -0.47599  4.16398  0.528
H  -5.15377  -1.27680  -2.05303  0.518
H  -0.69335  -1.78432  -3.59558  0.436
H  0.99049  -3.07817  -4.82183  0.390

---

Here is 3 unconnected molecules or ions with the total composition C2H2ClNO3 in a non-equilibrium geometry from OMol25. Energies are from ωB97M-V/def2-TZVPD.

Output
HOMO energy (spin up / spin down) ... -0.0421 / -0.0287 Eh
E_tot ... -22257.118 eV
Molecular weight ... 123.49 g/mol
Charge ... -2
ΔE to the lowest compared entry with this formula, charge and spin ... 539.4 kJ/mol
E_LUMO (spin up / spin down) ... 5.57 / 5.57 eV
Gap between HOMO and LUMO (spin up / spin down) ... 0.247 / 0.234 hartree

Each line ends with the Mulliken charge.
CARTESIAN COORDINATES (ANGSTROEM)
Cl  5.60417  5.05248  -7.26401  -1.000
O  -0.78827  1.86604  1.17713  -0.412
O  -2.35248  2.23474  -0.60534  -0.646
O  0.78657  -1.16449  0.48601  -0.475
N  0.75279  -0.42438  -0.57118  -0.205
C  0.01981  1.79656  -0.04110  -0.484
C  -1.31154  2.03542  -0.05599  0.872
H  1.03800  2.17312  -0.25984  0.204
H  -0.07479  -0.76686  -1.07823  0.146

---

Here is a molecular structure, C28H31ClF9NO28S in a non-equilibrium geometry from OMol25. Energies are from ωB97M-V/def2-TZVPD.

Output
HOMO energy ... -0.3795 Eh
E_tot ... -136170.032 eV
Molecular weight ... 1068.04 g/mol
Charge ... 0
ΔE to the lowest compared entry with this formula, charge and spin ... 240.8 kJ/mol
E_LUMO ... -0.89 eV
Gap between HOMO and LUMO ... 0.347 hartree

Each line ends with the Mulliken charge.
CARTESIAN COORDINATES (ANGSTROEM)
Cl  -3.96436  -1.25775  1.35768  -0.010
S  -3.25191  -3.13174  3.26431  1.166
F  5.39524  -0.89825  -3.23136  -0.236
F  -7.97230  8.29238  -0.27921  -0.280
F  -7.72314  2.49335  0.93891  -0.273
F  11.55080  -6.43181  -5.75281  -0.274
F  -3.96945  -2.97187  4.77972  -0.276
F  -8.15259  -4.11767  4.11661  -0.275
F  -8.30710  10.65665  5.54328  -0.294
F  4.35568  -4.39288  -5.52923  -0.278
F  10.61614  -2.81472  -4.94737  -0.376
O  5.05190  -3.72615  0.15925  -0.557
O  12.52687  -5.80351  -7.67918  -0.304
O  3.28167  -3.20377  -3.95114  -0.137
O  8.00100  -0.20919  -2.49931  -0.592
O  0.97665  -1.13602  2.29095  -0.305
O  -2.11606  -4.09229  3.36194  -0.530
O  -5.57449  1.88760  1.21151  -0.297
O  -6.05614  12.95414  4.36060  -0.305
O  9.51702  -1.63947  -3.37499  -0.320
O  -7.12180  -7.15839  2.91340  -0.318
O  -8.31956  5.45843  3.10530  -0.528
O  -9.02884  -6.07136  3.42923  -0.305
O  1.77775  -1.76336  -3.07151  -0.516
O  2.47324  -1.03234  4.04497  -0.546
O  -8.33644  6.59673  1.15235  -0.286
O  13.66886  -4.49029  -9.12219  -0.505
O  -3.45263  1.96977  1.98750  -0.514
O  -9.11883  -8.09036  2.41578  -0.511
O  5.31874  -1.48302  0.14520  -0.312
O  -4.33007  -3.72129  2.38861  -0.528
O  -5.10165  3.06939  3.07183  -0.331
O  7.67955  -1.08862  -4.55715  -0.291
O  -7.35978  11.27763  3.60043  -0.230
O  1.43090  -2.65655  -5.11713  -0.328
O  -6.23501  12.58541  2.13982  -0.500
O  5.03348  -2.59176  -1.79740  -0.232
O  -8.05502  7.70291  3.09543  -0.296
O  13.81778  -4.12754  -6.89730  -0.318
N  -2.81605  -1.56899  2.64652  -0.048
C  8.50376  -1.87978  -5.40263  -0.445
C  2.13035  -1.61320  3.00708  0.720
C  -6.75758  -5.87444  3.40616  -0.227
C  13.36495  -4.77819  -8.00544  0.642
C  3.13585  -4.15285  -4.98894  0.292
C  -1.48147  -1.57844  1.96050  -0.645
C  -8.24196  6.49011  2.50626  0.674
C  5.13043  -2.69480  -0.44246  0.540
C  -7.14123  11.05495  4.98077  0.333
C  -7.98292  -5.46186  4.15897  0.315
C  13.12425  -4.68237  -5.78673  0.158
C  -6.73409  12.40439  5.48314  -0.453
C  2.96894  -2.88912  2.54546  -0.533
C  -8.56295  7.96954  0.89520  0.365
C  -0.23293  -1.63344  2.94931  -0.443
C  5.49085  -0.54036  -0.90767  -0.224
C  2.13163  -2.47340  -3.96477  0.624
C  8.36536  -0.91136  -3.39530  0.661
C  -6.46766  3.31245  2.75165  -0.188
C  -8.48284  -7.19060  2.87397  0.616
C  4.80742  -1.21730  -2.05422  0.282
C  -6.52418  12.30173  3.26118  0.567
C  -4.60166  2.28214  2.08064  0.616
C  -6.79918  2.15144  1.86849  0.301
C  -7.88413  8.64596  2.04366  -0.349
C  12.72551  -6.03042  -6.29852  0.270
C  2.24290  -3.45573  -5.96622  -0.453
C  9.38717  -2.58084  -4.42001  0.299
H  3.99169  -2.79275  3.05090  0.274
H  8.97096  -3.51212  -4.02588  0.360
H  -1.43550  -2.47650  1.26603  0.337
H  -6.55442  4.27022  2.23729  0.034
H  2.52437  -3.87150  2.93431  0.322
H  2.79491  -2.80999  -6.65461  0.280
H  9.06199  -1.22756  -6.08002  0.270
H  -6.53629  -5.21214  2.56534  0.180
H  2.72203  -5.08011  -4.58293  0.248
H  3.16220  -2.91223  1.42251  -0.014
H  1.63710  -4.15157  -6.54765  0.285
H  6.55897  -0.38246  -1.08175  0.174
H  -6.07457  12.34501  6.34955  0.280
H  -0.44592  -1.06102  3.91543  0.221
H  -0.00494  -2.71529  3.26615  0.356
H  13.77162  -4.74402  -4.91108  0.253
H  -5.87622  -5.93496  4.04538  0.239
H  -7.59044  13.03561  5.73559  0.283
H  13.48241  -6.80744  -6.15877  0.275
H  5.03172  0.41673  -0.65705  0.331
H  -6.38278  10.27791  5.11215  0.289
H  -7.08238  3.34120  3.65065  0.348
H  -6.81658  8.80437  1.86812  0.251
H  -8.01074  -5.80508  5.19715  0.272
H  3.73301  -1.02627  -2.11425  0.286
H  -8.34295  9.60099  2.29465  0.219
H  7.90685  -2.57334  -5.99602  0.290
H  -1.41933  -0.60704  1.35258  0.474
H  -7.12842  1.25679  2.40489  0.273
H  12.26514  -4.05211  -5.54443  -0.110
H  -9.63817  8.15908  0.83235  0.302